C25H28N3O2 | ωB97M-V with the def2-TZVPD basis set

Last column: Mulliken charge in e.
CARTESIAN COORDINATES (ANGSTROEM)
C1 4.28331 -4.45013 -7.03794  -1.229
C2 3.06338 -3.59586 -6.43342  -0.368
H1 2.71009 -2.72762 -7.15001  0.369
H2 2.27740 -4.30677 -6.42482  0.396
O1 3.64954 -3.04145 -5.21137  -0.382
C3 2.63832 -2.54190 -4.55425  0.230
C4 1.34555 -2.37833 -4.93599  -0.771
C5 0.44796 -1.34040 -4.23461  -1.033
C6 0.87033 -0.91779 -3.00767  1.069
C7 2.17455 -1.23598 -2.46929  -1.087
C8 2.84112 -1.99701 -3.47320  0.591
H3 4.00222 -2.12961 -3.19567  0.153
H4 2.70946 -0.77546 -1.51343  0.174
C9 -0.17509 -0.21407 -2.12649  0.640
C10 -0.87641 0.91263 -2.53024  -0.924
N1 -1.61214 1.12304 -1.41985  -0.533
C11 -1.11041 0.50995 -0.28080  -0.339
N2 -0.23517 -0.45320 -0.72578  0.451
C12 0.19470 -1.24792 0.11351  -0.749
C13 1.20587 -0.89911 1.13367  -0.925
H5 1.94451 -1.53677 1.48676  0.705
H6 1.84989 -0.21528 0.59403  0.415
O2 0.40899 -0.23290 2.15031  -0.517
C14 1.24960 0.06168 3.26164  -1.040
H7 0.58072 0.88309 3.86061  0.210
H8 1.82437 -0.55485 3.76064  0.650
H9 2.18375 0.98926 3.06535  0.237
H10 0.69975 -2.00584 -0.59591  0.514
H11 -0.46201 -2.04243 0.62159  0.231
N3 -1.69218 0.68675 1.01390  0.514
H12 -0.96468 0.61064 1.53640  0.522
H13 -2.35142 0.15631 1.11536  0.214
C15 -2.31663 2.10957 1.17363  -1.793
C16 -2.75043 2.17907 2.57380  0.708
C17 -4.12943 1.81380 2.68483  -0.156
C18 -5.02703 1.87544 3.86756  -1.428
C19 -4.07719 2.40024 4.99841  0.052
C20 -2.86303 2.36430 5.00907  -0.034
C21 -2.06330 2.97464 6.04595  -0.522
C22 -0.80612 3.23351 5.85284  -0.080
C23 -0.09711 3.21670 4.88672  -0.437
C24 -0.83611 2.68739 3.53464  -0.401
C25 -2.04634 2.49960 3.62115  1.186
H14 -0.10187 2.89527 2.70268  0.396
H15 0.97597 3.65502 4.52573  0.264
H16 -0.16878 3.72914 7.00922  0.087
H17 -2.48958 2.99107 7.16686  0.203
H18 -4.53266 2.26514 6.19795  0.163
H19 -5.92194 1.70955 3.94433  0.741
H20 -4.79326 1.46712 1.68336  0.120
H21 -3.05026 2.32752 0.36752  0.597
H22 -1.49910 2.90078 0.99188  0.421
H23 -1.17584 1.41399 -3.37217  0.509
H24 -0.58100 -1.30219 -4.36596  0.458
H25 0.85989 -2.57804 -5.77176  0.574
H26 4.43454 -5.37101 -6.39361  0.272
H27 4.19424 -4.75101 -8.09987  0.402
H28 5.18652 -3.79926 -7.22780  0.310

The molar mass is 402.52 g mol⁻¹. The spin multiplicity is 1. The HOMO energy comes out at -10.476 eV. As for the HOMO-LUMO gap: 6.767 eV. As for the total energy: -1283.18329 Ha. The LUMO energy comes out at -3.7 eV. The charge is +1.